{"formula": "C33H26BrNO3S4V", "method": "wB97M-V/def2-TZVPD", "multiplicity": 2, "mol_weight_g_mol": 743.7, "homo_lumo_gap_ev": [5.8, 6.6], "e_above_lowest_kcal_mol": 24.1, "total_charge": 0, "total_energy_ha": -6664.45832, "s_squared": 0.808, "homo_energy_ev": [-7.63, -7.64], "species": ["V", "S", "C", "C", "C", "C", "C", "C", "S", "C", "C", "C", "C", "C", "C", "C", "S", "C", "C", "C", "C", "C", "C", "S", "N", "H", "H", "H", "H", "H", "H", "H", "H", "H", "H", "H", "H", "H", "H", "H", "O", "C", "C", "O", "O", "C", "C", "C", "C", "C", "C", "C", "C", "C", "C", "C", "C", "H", "H", "H", "H", "H", "H", "H", "H", "H", "H", "H", "Br"], "positions_angstrom": [[0.79823, -0.70643, 0.39339], [2.12712, -1.64126, -1.28488], [1.08662, -2.72774, -2.15606], [1.61377, -3.65395, -3.06339], [0.77854, -4.54390, -3.70830], [-0.59426, -4.52490, -3.48555], [-1.13593, -3.58614, -2.62468], [-0.29706, -2.70869, -1.95545], [-0.98783, -1.42184, -0.94185], [-1.81634, -2.39623, 0.36297], [-1.73685, -1.59613, 1.61973], [-2.72252, -1.71367, 2.59062], [-2.60857, -0.98580, 3.76029], [-1.51837, -0.14204, 3.90398], [-0.58156, -0.05148, 2.88266], [0.57993, 0.87707, 2.99865], [2.16689, 0.02790, 2.60866], [1.98146, -1.42347, 3.63199], [2.35384, -1.35595, 4.96497], [2.25561, -2.47121, 5.77452], [1.77568, -3.66118, 5.24410], [1.42073, -3.74041, 3.91385], [1.53514, -2.62700, 3.07620], [1.27725, -2.78965, 1.36786], [-0.67886, -0.79031, 1.76808], [2.67818, -3.66103, -3.24385], [1.20027, -5.27386, -4.38444], [-1.23920, -5.22698, -3.99350], [-2.20303, -3.51832, -2.47199], [-1.28382, -3.34752, 0.45710], [-2.85763, -2.55687, 0.07741], [-3.56727, -2.35893, 2.41198], [-3.35598, -1.06382, 4.53424], [-1.39397, 0.44854, 4.79755], [0.65381, 1.30756, 3.99947], [0.50267, 1.67615, 2.25344], [2.73319, -0.42014, 5.34555], [2.56764, -2.41332, 6.80599], [1.69112, -4.53573, 5.87133], [1.06641, -4.66537, 3.48699], [-0.75430, 1.36192, -0.63414], [0.16968, 2.20329, -1.29606], [1.54962, 1.65149, -0.84278], [2.59204, 2.00183, -1.33657], [1.44298, 0.78058, 0.09287], [0.09665, 2.02709, -2.80892], [0.07719, 0.72839, -3.30224], [-0.11606, 0.48058, -4.64669], [-0.25834, 1.54084, -5.52581], [-0.16343, 2.83922, -5.05302], [0.00703, 3.08755, -3.69996], [-0.02032, 3.64822, -0.86004], [-1.31488, 4.13106, -0.68807], [-1.52650, 5.43154, -0.26668], [-0.45092, 6.26879, -0.02409], [0.83796, 5.80152, -0.21790], [1.05419, 4.49840, -0.63340], [-1.65704, 1.48426, -0.97010], [0.20247, -0.09687, -2.61593], [-0.16825, -0.53888, -4.99954], [-0.44996, 1.35604, -6.57292], [-0.24337, 3.66877, -5.74145], [0.05545, 4.10666, -3.34328], [-2.16815, 3.49795, -0.88249], [-2.53663, 5.78836, -0.13285], [-0.61536, 7.28155, 0.31270], [1.68589, 6.44993, -0.04703], [2.06220, 4.14222, -0.78538], [-3.65494, 0.34175, -0.06785]], "forces_ev_per_angstrom": [[-0.41, -4.30, 0.43], [0.06, 0.22, 0.08], [-0.39, -0.22, -0.08], [-0.10, 0.21, 0.16], [-0.06, -0.08, 0.00], [-0.04, 0.03, 0.01], [0.02, -0.04, -0.06], [0.23, 0.02, -0.05], [-0.43, -1.00, -0.10], [-0.13, -0.10, -0.28], [-0.55, -0.10, 0.05], [0.22, 0.08, 0.14], [0.20, -0.14, -0.40], [0.16, 0.03, -0.27], [-0.33, 0.11, 0.70], [0.48, 0.09, -0.03], [-0.58, -0.51, 0.16], [0.08, 0.17, -0.12], [0.03, 0.03, 0.03], [0.04, 0.06, 0.11], [0.01, 0.03, 0.04], [-0.01, 0.13, -0.18], [-0.16, 0.36, 0.27], [0.57, -0.65, -0.49], [-0.88, 0.22, 0.74], [0.09, -0.05, 0.02], [0.02, -0.01, -0.07], [-0.03, -0.02, -0.02], [-0.13, -0.05, -0.02], [0.01, 0.15, 0.04], [0.12, 0.14, 0.02], [-0.06, -0.02, -0.07], [-0.06, 0.01, 0.06], [0.07, 0.09, 0.03], [-0.12, -0.03, -0.18], [-0.01, 0.04, 0.17], [0.06, 0.08, 0.15], [-0.03, -0.01, 0.10], [-0.01, -0.08, 0.06], [-0.03, -0.15, -0.01], [0.39, 0.36, -0.14], [0.32, 0.01, 0.05], [0.35, 2.78, -2.75], [-0.50, -0.46, 0.49], [2.05, 2.60, 1.14], [-0.16, -0.02, -0.06], [-0.08, 0.01, 0.01], [0.01, -0.08, 0.05], [0.01, 0.09, -0.06], [-0.05, 0.02, -0.14], [0.00, -0.03, 0.16], [0.11, 0.05, 0.16], [0.09, -0.08, -0.04], [-0.05, -0.02, -0.05], [0.09, 0.08, 0.02], [0.01, 0.12, 0.03], [0.02, -0.09, -0.02], [-0.41, -0.34, 0.22], [0.03, 0.05, -0.15], [0.02, -0.10, -0.05], [0.06, 0.00, -0.08], [-0.02, 0.05, -0.02], [-0.02, 0.03, 0.04], [-0.11, -0.10, 0.06], [-0.09, 0.03, 0.02], [-0.02, 0.09, 0.01], [0.03, 0.05, 0.03], [0.05, 0.03, -0.02], [-0.06, 0.11, -0.05]]}

---

{"formula": "C33H26N3O3PS4SbSc", "method": "wB97M-V/def2-TZVPD", "mol_weight_g_mol": 838.5, "homo_lumo_gap_ev": 5.7, "e_above_lowest_kcal_mol": 5.0, "total_charge": -2, "total_energy_ha": -4598.50047, "homo_energy_ev": -1.43, "species": ["Sc", "O", "C", "C", "C", "C", "C", "C", "C", "N", "N", "C", "O", "C", "C", "C", "C", "C", "C", "H", "H", "H", "H", "H", "H", "H", "H", "H", "H", "S", "Sb", "S", "S", "S", "O", "N", "C", "C", "C", "C", "C", "C", "C", "P", "C", "C", "C", "C", "C", "C", "C", "C", "C", "C", "C", "C", "H", "H", "H", "H", "H", "H", "H", "H", "H", "H", "H", "H", "H", "H", "H", "H"], "positions_angstrom": [[1.51015, -1.28567, 0.75127], [1.91268, 0.14614, 2.02742], [1.90328, 0.50824, 3.27039], [2.75568, 1.53920, 3.71765], [2.75365, 1.93749, 5.03667], [1.90486, 1.33438, 5.97179], [1.05871, 0.32920, 5.54703], [1.03155, -0.09543, 4.21558], [0.06853, -1.10714, 3.80902], [-0.07653, -1.44914, 2.58882], [-1.09040, -2.34572, 2.30268], [-1.09028, -2.53995, 1.01204], [-0.30617, -1.94926, 0.18014], [-2.05751, -3.53439, 0.46410], [-2.99180, -4.17047, 1.27869], [-3.86272, -5.10400, 0.74113], [-3.80789, -5.41216, -0.61447], [-2.87195, -4.78563, -1.42454], [-1.99511, -3.85353, -0.88628], [3.41037, 1.98802, 2.98086], [3.42176, 2.73152, 5.35234], [1.91312, 1.64868, 7.00818], [0.38656, -0.15025, 6.25287], [-0.57134, -1.55685, 4.57260], [-3.01843, -3.91443, 2.32913], [-4.58253, -5.60251, 1.38027], [-4.48813, -6.14500, -1.03342], [-2.82079, -5.02218, -2.48085], [-1.24316, -3.36546, -1.49144], [5.99908, -0.82038, -1.20597], [4.48302, -2.56611, -0.87196], [2.36495, -1.68819, -1.63224], [3.92835, -2.25274, 1.56950], [2.28777, -3.54457, 1.62913], [4.16544, 1.53778, 0.31255], [3.15820, 1.86372, -0.56119], [3.34026, 1.48523, -1.76203], [2.32997, 1.83261, -2.77351], [2.79642, 2.30080, -4.00360], [1.92555, 2.70295, -4.99827], [0.55656, 2.61652, -4.77911], [0.08678, 2.10670, -3.58097], [0.95193, 1.70307, -2.55998], [0.30774, 0.88817, -1.03156], [-0.45118, 2.29978, -0.10864], [-0.53239, 2.15376, 1.27476], [-1.11625, 3.13709, 2.06373], [-1.63299, 4.28169, 1.47652], [-1.55985, 4.43790, 0.09730], [-0.97074, 3.45669, -0.68622], [-1.21050, 0.12821, -1.75362], [-1.05994, -0.71484, -2.85677], [-2.15652, -1.34775, -3.41719], [-3.42113, -1.17857, -2.86467], [-3.57299, -0.37611, -1.74537], [-2.47472, 0.27636, -1.19601], [4.78364, 0.88864, -0.12143], [4.23808, 0.94596, -2.06639], [3.86743, 2.35747, -4.15848], [2.30908, 3.07496, -5.94087], [-0.14490, 2.91682, -5.54845], [-0.98228, 1.98426, -3.45322], [-0.12759, 1.26228, 1.73795], [-1.14699, 3.00787, 3.13873], [-2.08140, 5.05522, 2.08904], [-1.96226, 5.32887, -0.37096], [-0.90580, 3.60647, -1.75617], [-0.06898, -0.88341, -3.26511], [-2.02093, -1.99387, -4.27670], [-4.27688, -1.68996, -3.28913], [-4.54940, -0.25750, -1.29081], [-2.60984, 0.90249, -0.32229]], "forces_ev_per_angstrom": [[0.67, -0.67, 0.15], [0.22, 0.85, 0.27], [-0.05, -0.06, -0.05], [0.04, 0.05, 0.04], [-0.03, -0.01, -0.02], [0.01, -0.01, -0.01], [0.01, 0.00, 0.04], [-0.03, -0.09, 0.00], [0.02, 0.18, -0.03], [0.04, -0.14, -0.08], [0.03, 0.02, 0.06], [-0.03, 0.00, 0.04], [-0.92, -0.53, -0.30], [0.01, 0.02, 0.00], [-0.05, 0.05, -0.01], [0.00, -0.01, -0.01], [0.01, 0.00, 0.00], [0.00, 0.02, 0.00], [0.00, -0.02, -0.01], [0.00, -0.01, -0.01], [0.01, 0.00, 0.00], [-0.01, 0.00, 0.00], [0.00, 0.00, 0.00], [-0.05, 0.05, -0.01], [0.02, -0.02, 0.01], [-0.01, 0.02, 0.00], [0.00, 0.00, 0.00], [0.01, -0.01, 0.00], [0.00, 0.02, -0.02], [0.06, 0.09, 0.13], [-0.01, 0.03, -0.05], [0.13, 0.07, -0.09], [0.02, 0.01, -0.31], [-0.06, 0.02, 0.09], [0.08, -0.07, -0.02], [0.13, 0.01, -0.03], [-0.08, 0.08, 0.02], [0.02, -0.10, 0.05], [0.03, 0.07, -0.01], [-0.01, -0.02, 0.03], [0.02, 0.00, -0.01], [-0.07, -0.01, -0.01], [0.03, -0.08, 0.02], [-0.23, 0.35, 0.09], [0.02, -0.06, -0.02], [-0.02, -0.06, 0.02], [0.00, 0.02, -0.01], [0.02, -0.01, -0.01], [0.00, 0.00, 0.02], [0.05, 0.04, -0.02], [0.07, 0.00, 0.00], [0.03, -0.04, 0.01], [-0.02, -0.01, 0.02], [0.01, 0.00, 0.02], [0.00, -0.01, -0.01], [-0.01, 0.04, 0.00], [-0.14, -0.01, 0.05], [-0.02, -0.02, -0.04], [0.00, -0.02, -0.01], [0.00, 0.00, 0.00], [0.00, 0.00, 0.00], [0.03, 0.01, 0.02], [0.02, 0.02, 0.00], [-0.01, -0.01, 0.00], [-0.01, 0.00, 0.00], [0.02, 0.01, 0.00], [0.00, -0.02, -0.01], [-0.01, 0.00, 0.00], [0.01, -0.01, 0.00], [0.00, 0.00, 0.00], [0.00, 0.00, 0.01], [0.00, 0.00, 0.00]]}

---

{"formula": "C33H27AsCl2F5O3PPdTe", "method": "wB97M-V/def2-TZVPD", "multiplicity": 3, "mol_weight_g_mol": 977.4, "homo_lumo_gap_ev": [7.8, 6.2], "total_charge": 0, "total_energy_ha": -5892.19864, "s_squared": 2.004, "homo_energy_ev": [-8.27, -8.21], "species": ["Pd", "Cl", "C", "C", "C", "Cl", "C", "O", "C", "C", "O", "C", "H", "H", "H", "C", "C", "As", "C", "C", "C", "C", "C", "C", "C", "C", "C", "C", "C", "C", "P", "C", "C", "C", "C", "C", "C", "C", "C", "C", "C", "C", "C", "H", "H", "H", "H", "H", "H", "H", "H", "H", "H", "H", "H", "H", "H", "H", "H", "H", "H", "H", "H", "H", "H", "H", "H", "F", "Te", "F", "F", "F", "F", "O"], "positions_angstrom": [[2.45522, 2.54087, -0.17791], [6.08351, 7.85695, -3.78141], [4.95571, 6.85717, -2.88651], [3.67337, 7.26111, -2.59681], [2.77641, 6.44129, -1.94359], [1.22304, 7.04734, -1.45280], [3.15712, 5.13265, -1.50064], [2.32250, 4.45584, -0.83136], [4.46268, 4.71076, -1.86866], [4.97340, 3.45349, -1.45925], [4.38924, 2.50307, -0.91261], [5.36633, 5.57620, -2.55255], [3.42152, 8.33108, -2.76058], [6.06254, 3.24779, -1.62412], [6.37371, 5.27024, -2.82510], [0.36560, -2.07021, -0.94479], [-0.62579, -3.04011, -0.25768], [-1.78068, -3.83140, -1.68340], [-2.80208, -2.19652, -2.08709], [-3.48352, -1.40040, -1.18100], [-3.84595, -0.10482, -1.57311], [-3.62658, 0.31270, -2.87689], [-3.03585, -0.52698, -3.77542], [-2.56816, -1.76534, -3.37926], [-3.03739, -4.92152, -0.63161], [-4.05260, -5.54703, -1.36698], [-4.88385, -6.43460, -0.76629], [-4.77415, -6.68246, 0.60173], [-3.79346, -6.07980, 1.34997], [-2.86776, -5.27631, 0.70980], [0.85611, -0.71732, 0.16566], [1.67901, -1.45347, 1.58075], [1.85620, -0.57044, 2.65610], [2.55406, -1.00399, 3.77520], [3.05474, -2.33115, 3.86326], [2.92039, -3.18804, 2.80278], [2.27899, -2.73252, 1.66326], [-0.60108, 0.08206, 0.81851], [-1.19718, -0.28038, 2.01528], [-2.35536, 0.36831, 2.45728], [-2.79408, 1.45939, 1.69123], [-2.17070, 1.85507, 0.45617], [-1.12394, 1.09431, 0.01957], [-0.03351, -1.61540, -1.83854], [1.28273, -2.56518, -1.22905], [-1.28263, -2.52318, 0.40222], [-0.09341, -3.76528, 0.34120], [-3.61901, -1.75665, -0.18261], [-4.33816, 0.62354, -0.89139], [-3.95583, 1.30135, -3.15632], [-2.87137, -0.13166, -4.80310], [-2.01446, -2.44028, -4.08237], [-4.12254, -5.28852, -2.43635], [-5.65864, -6.98394, -1.29882], [-5.42542, -7.33986, 1.08749], [-3.68794, -6.35630, 2.38623], [-2.03008, -4.80566, 1.30933], [1.49336, 0.49052, 2.56660], [2.62016, -0.34850, 4.66602], [3.58210, -2.68436, 4.70312], [3.29972, -4.16266, 2.87863], [2.29913, -3.38360, 0.82476], [-0.77390, -1.07757, 2.60880], [-2.83087, 0.11753, 3.39232], [-3.62788, 2.01917, 2.06447], [-2.59544, 2.63727, -0.15570], [-0.65392, 1.36136, -0.93184], [2.08275, 5.06360, 1.58962], [1.77920, 3.83241, 2.98599], [0.52992, 5.10198, 3.59101], [3.24827, 2.68681, 2.00219], [3.15683, 4.90120, 3.75375], [0.62155, 3.09605, 1.44029], [1.77804, 0.29295, -0.51709]], "forces_ev_per_angstrom": [[-0.63, -0.58, 0.96], [-0.41, 0.06, 0.27], [1.55, -1.79, -0.42], [-1.30, 1.59, 0.63], [0.42, 0.42, 0.17], [0.35, -0.15, -0.24], [-0.13, 0.55, -0.63], [-0.53, -0.26, -0.19], [0.77, 0.35, -0.08], [0.92, -0.79, 0.10], [0.30, -0.06, -0.26], [-0.62, 0.77, -0.01], [-0.08, -0.98, -0.11], [-0.64, 0.40, -0.15], [-0.23, -0.17, 0.19], [-0.18, 0.09, 0.99], [0.18, 0.09, -1.04], [0.02, -0.36, 0.39], [0.64, -0.76, 0.19], [0.25, 0.96, -0.41], [-0.74, 0.05, 0.76], [-0.54, 0.29, 0.78], [0.74, 0.56, -1.89], [0.33, -0.66, -0.97], [0.34, -0.22, 0.22], [0.94, 1.16, -0.98], [-1.19, -1.03, 0.69], [0.50, 0.69, -0.67], [0.45, -0.49, -0.18], [1.11, 1.75, 0.48], [1.18, 0.29, -0.46], [0.80, -0.50, 0.55], [0.14, 0.52, 0.00], [-0.01, -0.43, 1.10], [-0.76, 1.70, -0.62], [-0.62, 1.43, -0.30], [-0.59, 0.82, -0.20], [0.01, -0.26, -0.29], [-0.58, -0.14, 0.27], [0.75, 1.04, -1.22], [0.61, 0.04, -0.78], [-1.40, -1.11, 1.92], [0.55, 0.56, -0.52], [-0.26, 0.26, -0.33], [0.30, -0.25, -0.17], [-0.55, 0.56, 0.59], [0.08, -0.41, -0.09], [-0.24, -0.03, 0.57], [0.43, -0.91, -0.34], [0.05, 0.11, -0.18], [-0.08, -0.61, 0.77], [-0.59, 0.83, 0.63], [-0.18, -0.34, 0.51], [0.18, 0.29, -0.16], [-1.02, -0.96, 0.48], [0.06, 0.20, 0.22], [-1.04, -0.66, -0.76], [0.32, -1.24, 0.29], [0.20, -0.38, -0.77], [0.41, -0.05, 1.14], [0.51, -1.18, -0.17], [-0.38, -0.44, -0.77], [0.05, -0.08, 0.04], [-0.06, -0.08, 0.01], [-0.38, 0.29, 0.00], [0.10, 0.17, 0.16], [-0.03, -0.26, 0.29], [-0.06, -0.55, 0.64], [0.58, 0.41, -0.98], [-0.63, 0.31, 0.09], [-0.43, 0.20, -0.68], [0.13, -0.33, 0.35], [0.38, -0.22, 0.20], [-0.51, -0.06, 0.34]]}

---

Which formula does entry 2 have?
C33H26N3O3PS4SbSc